1:
2 unconnected molecules or ions with the total composition C2H4N2O3, computed with ωB97M-V/def2-TZVPD.

As for the HOMO-LUMO gap (spin up / spin down): 8.527 / 9.389 eV. As for the HOMO energy (spin up / spin down): -0.3214 / -0.3465 Ha.

Each line ends with the Löwdin charge.
Cartesian coordinates (Å):
H 2.655 1.275 0.190  0.066
H 3.702 0.033 1.240  0.061
C 2.893 0.424 0.735  0.040
H -1.317 0.993 -0.580  0.136
H 0.069 -0.748 0.869  0.067
N -2.846 -0.096 -0.363  0.023
O -2.794 -1.730 -2.013  0.182
O 1.863 -0.361 0.924  -0.186
N 0.704 -0.044 0.411  0.009
C -2.641 -0.908 -1.221  -0.340
O -2.286 1.162 -0.193  -0.059



2:
A molecular structure, C2H4N2O3, computed with ωB97M-V/def2-TZVPD.

As for the HOMO-LUMO gap: 9.097 eV. As for the HOMO energy: -0.3161 Ha.

Each line ends with the Löwdin charge.
Cartesian coordinates (Å):
N 0.144 2.009 1.306  0.175
O 1.531 0.031 -1.010  0.054
N -0.775 0.029 -0.789  -0.055
H 0.750 2.721 1.669  0.096
H -0.864 0.623 -1.607  0.151
C 0.174 0.856 1.076  0.081
O -1.898 -0.758 -0.507  -0.025
H 1.400 -1.992 0.096  0.125
H -1.538 -1.554 -0.077  0.092
C 0.563 -0.347 -0.358  -0.743
O 0.514 -1.618 0.201  0.046



3:
A single C2H4N2O3 molecule, computed with ωB97M-V/def2-TZVPD.

As for the HOMO-LUMO gap: 8.570 eV. As for the HOMO energy: -0.3097 Ha. The SMILES is NC(=O)N=C(O)O.

Each line ends with the Löwdin charge.
Cartesian coordinates (Å):
C 1.034 -0.477 0.139  -0.431
O 1.423 -0.486 -1.144  0.158
N -1.859 1.094 -0.094  0.041
H 2.382 -0.622 -1.170  0.136
H -2.187 1.415 -1.000  0.027
H -1.648 1.755 0.643  0.026
C -1.182 -0.477 -0.116  -0.483
N -0.143 -0.058 0.544  0.144
O 2.095 -0.366 0.962  0.118
O -1.685 -1.417 -0.640  0.130
H 1.769 -0.360 1.875  0.134



Relative to the most stable structure, the computed energies are 1 0.2049; 2 0.0974; 3 0.0000, all in hartree.



1:
18 unconnected molecules or ions with the total composition H36O18, computed with ωB97M-V/def2-TZVPD.

Its spin multiplicity is 2. As for the HOMO-LUMO gap (spin up / spin down): 2.447 / 9.858 eV. As for the HOMO energy (spin up / spin down): -0.0174 / -0.2951 Ha. The expectation value of S² is 0.751. The net charge is -1.

Each line ends with the Mulliken spin population.
Cartesian coordinates (Å):
H 2.485 1.925 2.694  -0.004
O 1.530 0.683 -0.270  0.230
H -1.864 2.238 -3.517  0.035
H -1.106 2.234 5.061  -0.005
H 0.974 -1.827 -1.209  0.038
O 4.881 -0.088 4.155  0.017
H -3.415 2.584 -3.368  -0.024
H 0.841 -0.906 3.520  0.006
H 0.511 0.340 1.614  -0.014
O -2.147 -0.612 -1.869  0.036
H 0.339 1.534 -3.604  0.100
H 0.920 -1.496 4.927  -0.006
H 4.624 0.705 -4.024  -0.039
H -0.874 0.090 1.017  0.059
H 1.136 1.248 -0.963  -0.022
H -2.398 2.970 2.750  0.010
O 1.393 -0.839 4.389  0.024
H 0.794 -4.977 -3.974  0.000
H -2.911 -1.691 -4.230  -0.012
O -3.594 2.623 -0.389  0.017
H 3.357 1.233 -4.556  -0.014
H -1.424 -1.789 -3.965  0.006
H 4.332 -4.241 -0.555  -0.013
H 4.108 -0.386 4.640  -0.003
O 0.969 -4.036 -4.027  -0.002
H -3.067 -0.904 -1.855  -0.011
O -5.025 -0.769 -0.303  0.008
H 2.383 0.444 -0.645  0.051
H -2.308 0.268 -2.237  0.034
O 4.302 1.395 -4.632  0.154
H -5.754 -1.422 -0.330  -0.023
H -4.563 -1.073 0.489  0.008
O -2.792 1.979 -3.786  0.077
O 4.476 -3.476 -0.004  0.040
H 1.875 -3.895 -3.746  -0.008
H 3.749 2.423 3.237  0.003
O -0.289 -0.218 1.763  0.053
H -1.668 0.094 3.033  0.031
O 3.219 1.612 3.260  -0.037
H -2.976 -0.687 2.810  -0.030
H -4.582 2.485 -0.500  -0.016
H -0.654 1.068 4.177  0.019
O -2.460 -0.230 3.483  0.083
O -2.004 2.297 3.320  0.011
O -2.102 -2.066 -4.589  0.036
H -2.737 1.818 3.787  -0.009
H 0.363 -2.652 -2.392  -0.016
H 4.500 -3.656 0.937  -0.006
O -0.336 2.106 -3.237  0.025
O 0.752 -1.805 -2.151  0.016
H -3.343 2.005 -1.091  0.029
O -0.439 1.540 4.980  0.045
H 4.597 0.449 3.404  0.006
H -0.191 2.464 -2.347  0.009



2:
18 unconnected molecules or ions with the total composition H36O18, computed with ωB97M-V/def2-TZVPD.

Its spin multiplicity is 2. As for the HOMO-LUMO gap (spin up / spin down): 2.042 / 10.199 eV. As for the HOMO energy (spin up / spin down): -0.0062 / -0.3091 Ha. The expectation value of S² is 0.751. The net charge is -1.

Each line ends with the Mulliken spin population.
Cartesian coordinates (Å):
H 3.163 0.992 4.067  -0.006
H -2.794 0.617 -2.313  -0.009
H 4.067 1.586 0.857  -0.009
O 1.418 3.402 -2.922  0.087
H 0.227 -1.675 4.238  0.002
H 2.444 -3.803 0.711  0.003
H -2.035 1.535 0.770  -0.067
O -2.273 2.512 -3.472  0.081
H -4.079 -1.444 0.582  -0.046
H -4.307 3.171 0.134  -0.116
O -0.951 -2.181 -1.665  0.094
H -0.088 4.911 1.886  -0.034
H 3.574 2.113 3.270  -0.019
H 3.799 -1.564 1.954  0.016
O -2.477 1.006 0.108  0.385
H -3.168 2.341 -3.709  -0.021
H -1.054 0.011 -4.473  0.004
O -0.959 -0.481 -5.274  0.036
O 4.098 -1.126 2.769  0.026
H -0.913 -1.400 1.701  -0.069
H -1.831 -0.731 -5.546  -0.005
H -1.226 -5.045 -1.505  -0.014
O 3.130 1.961 4.091  0.067
O 0.152 -1.754 5.191  0.108
H -1.576 1.479 3.354  0.048
H 0.687 3.758 -2.356  -0.021
H -3.158 2.009 3.558  -0.109
O 5.012 -1.879 -2.421  0.035
O -2.982 -0.328 -2.671  -0.053
H 1.789 -4.999 1.777  -0.024
H -2.060 3.286 -2.917  -0.009
O 0.016 4.846 0.926  0.141
H 4.355 -1.509 -1.801  -0.009
O -3.501 3.531 -0.319  -0.078
H 0.108 -1.991 2.521  -0.008
H -0.469 -2.783 -1.094  -0.031
O -0.449 -4.812 -1.984  0.027
H -1.856 -1.959 -1.515  -0.008
H -1.998 -0.497 -2.738  0.051
H -3.946 -1.645 -0.984  0.027
H 3.662 -1.799 3.325  -0.014
O -0.122 -1.109 2.191  0.218
H -0.608 -1.177 5.447  -0.031
H -3.124 2.719 -0.635  0.102
O -2.507 1.365 3.317  0.167
H 1.474 2.428 -2.879  -0.016
H 5.378 0.871 1.348  -0.008
O -3.813 -2.078 -0.117  0.083
H -3.343 1.222 0.452  -0.018
H 0.806 5.415 0.865  -0.037
H 5.524 -1.087 -2.646  -0.004
O 4.854 1.079 0.563  0.038
H -0.479 -3.976 -2.414  0.001
O 1.755 -4.141 1.315  0.043



Relative to the most stable structure, the computed energies are 1 0.0000; 2 0.0325, all in hartree.



1:
2 unconnected molecules or ions with the total composition C3H11NOS, computed with ωB97M-V/def2-TZVPD.

Its spin multiplicity is 2. As for the HOMO-LUMO gap (spin up / spin down): 8.867 / 3.856 eV. As for the HOMO energy (spin up / spin down): -0.4590 / -0.4589 Ha. The expectation value of S² is 0.753. The net charge is +1.

Each line ends with the Mulliken spin population.
Cartesian coordinates (Å):
H -0.909 -0.685 0.603  0.026
C 1.990 -0.674 -1.324  0.002
H -2.558 -0.565 -0.203  0.046
S -2.162 0.921 1.664  0.943
H -0.695 2.772 1.501  0.000
H -2.312 -1.495 1.287  0.003
H 2.627 -1.699 -2.932  0.000
N 1.748 -1.588 -2.429  0.000
C -1.991 -0.622 0.725  -0.041
H -0.079 1.304 0.709  0.027
H 1.967 0.371 -1.639  0.000
C -0.919 1.990 0.788  -0.045
H 1.241 -0.907 -0.554  -0.002
O 3.250 -0.842 -0.737  0.000
H -1.398 2.293 -0.137  0.040
H 3.326 -1.730 -0.362  0.000
H 1.221 -1.183 -3.204  0.000



2:
2 unconnected molecules or ions with the total composition C3H11NOS, computed with ωB97M-V/def2-TZVPD.

Its spin multiplicity is 2. As for the HOMO-LUMO gap (spin up / spin down): 9.835 / 4.986 eV. As for the HOMO energy (spin up / spin down): -0.4915 / -0.4914 Ha. The expectation value of S² is 0.753. The net charge is +1.

Each line ends with the Mulliken spin population.
Cartesian coordinates (Å):
H 2.345 -0.971 0.153  0.015
C -0.385 1.531 -1.021  0.009
S 0.614 -1.119 1.757  0.902
H 0.163 2.507 -2.642  0.001
H 0.587 1.279 -0.577  -0.005
H 0.876 -1.320 -0.733  0.002
H -1.678 0.889 -2.433  0.000
H -0.327 -0.062 -2.286  0.000
H -1.395 0.009 1.653  0.048
H -1.245 -1.010 0.212  -0.002
H 1.589 -2.579 0.277  0.066
C 1.394 -1.500 0.205  -0.031
O -0.089 2.732 -1.758  0.000
N -1.005 0.501 -1.784  0.000
H -1.830 -1.663 1.807  0.035
C -1.141 -0.997 1.294  -0.036
H -1.007 1.893 -0.198  -0.003



Relative to the most stable structure, the computed energies are 1 0.0106; 2 0.0000, all in hartree.